The following is a quantum chemistry calculation of 11 unconnected molecules or ions with the total composition C36H53N3O24 in a non-equilibrium geometry, from OMol25.

Geometry as ORCA input:
```
! RIJCOSX wB97M-V def2-TZVPD def2/J DEFGRID3
* xyz 0 1
O 0.639 1.952 -3.899
C 0.379 0.793 -4.214
O 0.621 -0.234 -3.393
C -0.063 -1.412 -3.958
C -0.497 -0.938 -5.374
O -0.086 0.469 -5.368
H 0.654 -2.227 -3.998
H -0.932 -1.576 -3.351
H -1.572 -0.882 -5.478
H -0.044 -1.400 -6.258
O -3.888 2.108 -2.458
C -3.219 2.915 -3.060
O -2.585 3.998 -2.380
C -2.086 4.858 -3.472
C -1.939 3.915 -4.609
O -2.987 2.934 -4.376
H -2.876 5.644 -3.594
H -1.150 5.361 -3.225
H -1.017 3.338 -4.614
H -2.121 4.276 -5.604
O -4.893 -3.446 0.389
C -4.827 -2.391 -0.181
O -4.969 -1.236 0.442
C -4.638 -0.159 -0.497
C -4.279 -0.848 -1.785
O -4.720 -2.259 -1.550
H -5.604 0.381 -0.695
H -3.935 0.534 -0.010
H -3.224 -0.889 -1.926
H -4.720 -0.472 -2.647
O 1.845 -5.076 0.168
C 0.718 -5.249 0.479
O -0.363 -5.060 -0.237
C -1.513 -5.001 0.603
C -1.140 -5.749 1.783
O 0.360 -5.623 1.688
H -1.747 -3.954 0.825
H -2.313 -5.423 0.029
H -1.309 -6.826 1.864
H -1.389 -5.155 2.655
O 1.408 4.023 -0.549
C 1.878 3.906 -1.616
O 1.487 4.660 -2.661
C 2.302 4.300 -3.839
C 3.280 3.236 -3.283
O 2.849 3.096 -1.926
H 1.678 3.932 -4.646
H 2.743 5.208 -4.186
H 4.315 3.548 -3.202
H 3.287 2.325 -3.804
O -2.754 1.225 2.465
C -2.517 2.366 2.267
O -3.376 3.396 2.247
C -2.694 4.640 2.046
C -1.305 4.200 1.666
O -1.241 2.852 2.117
H -3.139 5.210 1.278
H -2.779 5.173 2.993
H -0.517 4.740 2.222
H -1.108 4.232 0.562
O -1.346 -4.321 4.916
C -2.257 -3.676 4.507
O -3.389 -3.280 5.154
C -4.264 -2.548 4.264
C -3.262 -2.137 3.241
O -2.198 -3.105 3.304
H -5.033 -3.173 3.885
H -4.659 -1.665 4.836
H -2.829 -1.144 3.446
H -3.612 -2.221 2.220
O -1.289 -1.970 -0.446
C -0.693 -0.969 -0.468
O -1.202 0.194 -0.985
C -0.339 1.260 -0.587
C 0.704 0.618 0.343
O 0.545 -0.765 0.016
H -0.120 1.710 -1.568
H -0.910 1.972 -0.072
H 0.638 0.771 1.404
H 1.703 0.914 0.162
C 0.198 -1.163 3.174
C 0.839 -2.494 2.809
C 1.762 -2.956 3.980
C 2.888 -2.058 4.211
N 3.788 -1.349 4.333
H -0.480 -1.231 4.040
H -0.412 -0.712 2.348
H 1.061 -0.529 3.406
H 1.414 -2.302 1.895
H 0.160 -3.289 2.649
H 2.159 -3.908 3.659
H 1.270 -3.092 4.936
C 3.697 -0.955 -2.087
C 3.447 -2.170 -1.184
C 3.478 -3.578 -1.888
C 2.667 -3.643 -3.109
N 1.994 -3.665 -4.034
H 4.686 -0.905 -2.558
H 3.637 0.042 -1.556
H 2.970 -0.949 -2.885
H 2.432 -2.065 -0.850
H 4.126 -2.285 -0.315
H 3.098 -4.379 -1.192
H 4.484 -3.912 -2.136
C 3.313 3.593 3.437
C 3.828 2.116 3.205
C 5.270 1.866 2.975
C 5.786 2.577 1.803
N 6.081 3.071 0.803
H 3.727 4.223 2.677
H 3.565 3.946 4.480
H 2.226 3.472 3.488
H 3.349 1.619 2.386
H 3.607 1.487 4.059
H 5.376 0.809 2.784
H 5.956 2.042 3.816
*
```

Calculated values
energy above the lowest of the compared OMol25 structures with the same formula, charge and spin = 33.9 kcal per mole
frontier orbital gap = 10.986 eV
M = 911.8 Da
structure (SMILES) = O=C1OCCO1.O=C1OCCO1.O=C1OCCO1.O=C1OCCO1.O=C1OCCO1.O=C1OCCO1.O=C1OCCO1.O=C1OCCO1.CCCC#N.CCCC#N.CCCC#N